1.
DFT (ωB97M-V/def2-TZVPD) results for a cluster of 2 separate species, C3H5INO in total.

```
11
C3H5INO ωB97M-V/def2-TZVPD
C -0.141 -0.413 -0.417
C -0.429 0.902 0.246
C 0.173 -1.465 0.373
N -1.916 0.528 0.336
O -2.694 1.230 -0.326
I 3.236 -0.027 -0.025
H -0.306 -0.468 -1.493
H 1.716 -0.763 0.337
H 0.053 1.060 1.245
H -0.150 1.830 -0.286
H 0.457 -2.414 0.010
```

Calculated values
E_tot = -14825.8932 eV
Orbital gap (spin up / spin down) = 6.3 / 6.3 eV
LUMO level (spin up / spin down) = 3.27 / 3.27 eV
Molar mass = 197.983 g mol⁻¹
Highest occupied orbital energy (spin up / spin down) = -2.980 / -2.981 eV
2S+1 = 1
Net charge = -1
Energy above the lowest of the compared OMol25 structures with the same formula, charge and spin = 3.447 eV

Mulliken population analysis, charges in e, atoms 1 to 5: atom 1 (C): -0.468, atom 2 (C): -0.189, atom 3 (C): -0.682, atom 4 (N): 0.007, atom 5 (O): -0.410

2.
DFT (ωB97M-V/def2-TZVPD) results for the molecule C3H5IO.

```
10
C3H5IO ωB97M-V/def2-TZVPD
C 1.432 0.526 -0.247
C 0.374 -0.169 -0.425
I -0.386 -0.950 -2.230
C -0.572 -0.466 0.645
O -1.891 -0.135 0.342
H 2.059 1.045 -1.026
H 1.687 0.768 0.783
H -0.310 0.256 1.398
H -0.488 -1.478 0.982
H -1.905 0.603 -0.222
```

Calculated values
E_tot = -13338.6133 eV
Orbital gap = 9.9 eV
LUMO level = 0.56 eV
Molar mass = 183.976 g mol⁻¹
Highest occupied orbital energy = -9.366 eV
2S+1 = 1
Net charge = 0
Structure (SMILES) = C=C(I)CO
Energy above the lowest of the compared OMol25 structures with the same formula, charge and spin = 0.760 eV

Mulliken population analysis, charges in e, atoms 1 to 5: atom 1 (C): -0.674, atom 2 (C): 0.011, atom 3 (I): 0.113, atom 4 (C): -0.387, atom 5 (O): -0.488

3.
DFT (ωB97M-V/def2-TZVPD) results for a structure of composition C3H5IrO4.

```
13
C3H5IrO4 ωB97M-V/def2-TZVPD
H -0.178 0.351 2.670
C 0.872 0.616 2.510
O 0.885 1.536 1.412
C 0.812 1.036 0.205
O -0.284 0.454 -0.119
O 1.811 0.683 -0.472
H 1.489 -0.315 2.116
H 1.247 0.680 3.534
H -2.491 -1.058 -1.703
C -1.826 -1.341 -2.538
O -0.893 -0.592 -2.855
H -1.859 -2.398 -2.847
Ir 0.416 0.348 -1.913
```

Calculated values
E_tot = -14192.5913 eV
Orbital gap (spin up / spin down) = 8.4 / 5.9 eV
LUMO level (spin up / spin down) = -11.15 / -13.83 eV
Molar mass = 297.286 g mol⁻¹
Highest occupied orbital energy (spin up / spin down) = -19.552 / -19.686 eV
2S+1 = 5
Net charge = +2
Energy above the lowest of the compared OMol25 structures with the same formula, charge and spin = 3.338 eV

Mulliken population analysis, charges in e, atoms 1 to 5: atom 1 (H): 0.301, atom 2 (C): -0.593, atom 3 (O): -0.273, atom 4 (C): 0.970, atom 5 (O): -0.467

4.
DFT (ωB97M-V/def2-TZVPD) results for a structure of composition C3H5LiO3Y.

```
13
C3H5LiO3Y ωB97M-V/def2-TZVPD
O -1.406 0.407 0.176
C -0.461 1.209 0.789
C -0.977 -0.949 0.169
O -0.528 2.419 0.440
O 0.860 0.349 -0.296
C 0.305 -0.912 -0.655
H -1.769 -1.570 -0.263
H -0.706 -1.300 1.178
H 0.066 -1.077 -1.716
H 0.959 -1.752 -0.374
H -0.035 0.896 1.762
Li 0.346 1.914 -1.421
Y 3.346 0.365 0.212
```

Calculated values
E_tot = -10573.6883 eV
Orbital gap (spin up / spin down) = 6.6 / 6.6 eV
LUMO level (spin up / spin down) = -4.39 / -4.40 eV
Molar mass = 184.917 g mol⁻¹
Highest occupied orbital energy (spin up / spin down) = -10.950 / -10.954 eV
2S+1 = 1
Net charge = +1

Mulliken population analysis, charges in e, atoms 1 to 5: atom 1 (O): -0.269, atom 2 (C): 0.250, atom 3 (C): -0.469, atom 4 (O): -0.725, atom 5 (O): -0.488